Entry 1:
Below is C33H40HgN4P2Se as an isolated structure, with properties calculated with wB97M-V/def2-TZVPD.

Geometry as ORCA input:
```
! RIJCOSX wB97M-V def2-TZVPD def2/J DEFGRID3
* xyz 0 1
Hg -0.352 -3.352 3.839
C -0.697 1.866 3.750
C -1.268 1.267 2.700
C -0.733 1.245 1.291
C 0.508 0.368 1.029
C 1.834 0.837 1.619
C 2.056 1.902 2.399
C 1.193 3.129 2.519
C 0.181 3.089 3.701
C 0.957 -2.042 5.002
H -0.948 1.482 4.755
H -2.223 0.726 2.811
H -0.621 2.268 0.901
H -1.573 0.797 0.742
H 0.287 -0.649 1.418
H 0.665 0.264 -0.064
H 2.666 0.128 1.453
H 2.986 1.972 2.980
H 0.650 3.327 1.583
H 1.848 4.000 2.689
H 0.710 3.177 4.661
H -0.480 3.977 3.630
H 0.492 -1.850 5.983
H 1.142 -1.069 4.531
H 1.867 -2.616 5.182
P 1.428 -1.200 -3.408
P -1.795 -0.882 -3.140
N 2.872 -0.202 -3.487
N 2.084 -2.474 -4.476
N -1.917 0.889 -3.001
N -3.450 -1.114 -3.638
C 0.470 -0.293 -4.711
C -0.977 -0.834 -4.801
C 3.461 0.342 -2.333
C 4.487 1.187 -2.728
C 4.536 1.175 -4.163
C 3.526 0.329 -4.605
C 2.277 -3.793 -4.032
C 2.862 -4.529 -5.056
C 3.023 -3.652 -6.180
C 2.508 -2.413 -5.806
C -1.644 1.516 -1.786
C -1.780 2.892 -1.937
C -2.093 3.128 -3.313
C -2.128 1.891 -3.946
C -4.258 -0.375 -4.513
C -5.381 -1.131 -4.825
C -5.266 -2.379 -4.125
C -4.082 -2.354 -3.412
H 0.944 -0.377 -5.706
H 0.487 0.776 -4.421
H -1.565 -0.240 -5.519
H -0.985 -1.877 -5.162
H 3.090 0.057 -1.355
H 5.123 1.767 -2.077
H 5.219 1.713 -4.799
H 3.228 0.072 -5.611
H 1.980 -4.078 -3.033
H 3.147 -5.573 -5.025
H 3.467 -3.881 -7.139
H 2.401 -1.512 -6.389
H -1.383 0.906 -0.945
H -1.673 3.636 -1.161
H -2.281 4.081 -3.788
H -2.290 1.645 -4.984
H -3.983 0.618 -4.830
H -6.180 -0.827 -5.485
H -5.971 -3.198 -4.169
H -3.615 -3.078 -2.758
Se -1.871 -1.210 6.194
C -1.364 -0.609 7.828
C -1.502 0.780 8.093
C -0.806 1.346 9.153
C -0.034 0.549 10.016
C -0.062 -0.846 9.862
C -0.753 -1.436 8.807
H -2.065 1.386 7.380
H -0.878 2.420 9.300
H 0.565 1.013 10.800
H 0.463 -1.475 10.578
H -0.761 -2.517 8.665
*
```

Results
E_LUMO (spin up / spin down) (eV): -0.7 / -1.9
HOMO-LUMO gap (spin up / spin down) (eV): 7.6 / 5.2

Mulliken population analysis, charges in e, atoms 1 to 4: number 1, Hg, carries 0.291; number 2, C, carries -0.398; number 3, C, carries -0.603; number 4, C, carries -0.469

=====

Entry 2:
Below is C32H36AsOPPtS3Si as an isolated structure, with properties calculated with wB97M-V/def2-TZVPD.

Geometry as ORCA input:
```
! RIJCOSX wB97M-V def2-TZVPD def2/J DEFGRID3
* xyz 0 1
Pt 0.562 0.315 -0.568
S 1.202 1.851 1.323
C -0.309 2.579 1.817
C -0.282 3.896 2.276
C -1.438 4.504 2.723
C -2.634 3.804 2.722
C -2.668 2.497 2.268
C -1.516 1.861 1.824
As -1.524 0.037 1.125
C -3.425 -0.410 1.405
C -3.884 -1.179 2.468
C -5.241 -1.423 2.615
C -6.149 -0.906 1.704
C -5.693 -0.165 0.625
C -4.339 0.077 0.475
C -0.715 -0.975 2.570
C -0.253 -0.412 3.750
C 0.355 -1.209 4.708
C 0.511 -2.568 4.485
C 0.064 -3.132 3.301
C -0.543 -2.339 2.346
H 0.653 4.434 2.262
H -1.406 5.528 3.064
H -3.540 4.277 3.070
H -3.609 1.959 2.247
H -3.185 -1.579 3.191
H -5.593 -2.008 3.452
H -7.207 -1.094 1.827
H -6.396 0.232 -0.093
H -3.972 0.655 -0.368
H -0.360 0.654 3.915
H 0.706 -0.765 5.629
H 0.995 -3.184 5.231
H 0.196 -4.192 3.119
H -0.873 -2.763 1.402
S 0.355 -2.155 -1.432
C 1.844 -2.441 -2.239
C 2.059 -3.743 -2.733
C 3.180 -4.068 -3.452
C 4.153 -3.094 -3.700
C 3.988 -1.828 -3.204
C 2.843 -1.462 -2.472
S 2.779 0.179 -1.970
H 1.298 -4.485 -2.542
H 3.306 -5.067 -3.847
H 5.025 -3.339 -4.290
H 4.723 -1.060 -3.390
C 3.433 -0.529 3.163
P 3.328 -1.308 1.514
C 3.672 -3.090 1.752
C 4.752 -0.630 0.584
O 2.012 -1.110 0.869
H 4.413 -0.684 3.602
H 2.663 -0.953 3.805
H 3.249 0.539 3.050
H 4.697 -3.258 2.066
H 3.481 -3.610 0.814
H 2.988 -3.475 2.504
H 5.671 -0.696 1.163
H 4.541 0.413 0.353
H 4.873 -1.173 -0.352
C 0.285 3.938 -5.193
Si -1.135 2.768 -4.682
C -1.388 1.480 -6.069
C -2.744 3.762 -4.409
C -0.680 1.908 -3.108
C -0.361 1.354 -2.071
H 0.038 4.496 -6.093
H 1.196 3.379 -5.388
H 0.509 4.654 -4.407
H -1.710 1.953 -6.994
H -2.136 0.742 -5.794
H -0.466 0.945 -6.274
H -3.048 4.293 -5.307
H -2.618 4.493 -3.616
H -3.561 3.108 -4.118
*
```

Results
E_LUMO (spin up / spin down) (eV): -1.9 / -1.9
HOMO-LUMO gap (spin up / spin down) (eV): 5.2 / 5.2
Energy relative to the best compared isomer or geometry (same formula, charge and spin) (kcal/mol): 73.8

Mulliken population analysis, charges in e, atoms 1 to 4: number 1, Pt, carries 0.662; number 2, S, carries -0.487; number 3, C, carries 0.885; number 4, C, carries -0.724

=====

Entry 3:
Below is C3H2FFeO2 as an isolated structure, with properties calculated with wB97M-V/def2-TZVPD.

Geometry as ORCA input:
```
! RIJCOSX wB97M-V def2-TZVPD def2/J DEFGRID3
* xyz 1 7
C -0.227 -0.465 -1.415
C 0.607 0.177 1.291
O 0.528 -1.250 -0.845
O -0.632 0.620 -0.643
C -0.572 0.502 0.726
H 0.711 -0.386 2.217
F 1.752 0.800 0.903
H -1.500 0.230 1.228
Fe -0.668 -0.227 -3.463
*
```

Results
E_LUMO (spin up / spin down) (eV): -5.6 / -8.7
HOMO-LUMO gap (spin up / spin down) (eV): 5.8 / 6.6
Energy relative to the best compared isomer or geometry (same formula, charge and spin) (kcal/mol): 0.0

Mulliken population analysis, charges in e, atoms 1 to 4: number 1, C, carries 0.750; number 2, C, carries 0.161; number 3, O, carries -0.467; number 4, O, carries -0.264

=====

Strongest force on any atom in eV Å⁻¹, matching the order above: 2.83 3.12 5.21